(1)
Here is a molecular structure, C12H23I2NO2P2Yb from OMol25. Energies are from ωB97M-V with the def2-TZVPD basis set.

Calculated values
lowest unoccupied orbital energy (alpha / beta)	-7.1302 / -8.2293	eV
total charge	+2
multiplicity	3
total energy	-3112.4935	a.u.
Kohn-Sham gap (alpha / beta)	6.631 / 6.242	eV
ΔE to the lowest compared entry with this formula, charge and spin	0.0	kJ/mol
⟨S²⟩	2.01

Each line ends with the natural charge from an NBO analysis.
Geometry (Å):
I (3.553, -0.149, -3.030)  -0.153
I (0.841, -1.464, -3.389)  -0.051
Yb (1.735, 0.118, -0.403)  1.520
P (1.088, -2.622, -0.008)  0.840
C (-0.101, -3.994, 0.055)  -0.920
C (2.561, -3.383, -0.808)  -0.934
H (2.756, -4.366, -0.351)  0.256
H (2.021, -3.666, 1.951)  0.263
H (3.435, -2.719, -0.678)  0.241
H (2.594, -1.953, 1.816)  0.225
H (-0.460, -4.203, -0.962)  0.272
H (2.361, -3.490, -1.887)  0.269
C (1.716, -2.627, 1.723)  -0.934
H (0.365, -4.896, 0.477)  0.270
H (0.922, -2.295, 2.415)  0.243
H (-0.958, -3.701, 0.680)  0.241
P (0.258, 2.217, -1.628)  0.852
C (-1.302, 2.927, -2.214)  -0.921
C (0.698, 3.419, -0.300)  -0.925
H (2.519, 2.600, -2.456)  0.245
H (1.364, 3.839, -3.085)  0.255
H (1.388, 2.161, -3.773)  0.266
C (1.503, 2.770, -2.863)  -0.930
H (1.711, 3.214, 0.102)  0.224
H (0.692, 4.422, -0.768)  0.266
H (-1.182, 3.991, -2.459)  0.269
H (-2.054, 2.816, -1.419)  0.254
H (-0.044, 3.375, 0.518)  0.237
H (-1.634, 2.377, -3.104)  0.271
C (-0.480, -0.527, -1.308)  0.353
O (-1.626, -0.669, -1.191)  -0.571
O (0.246, 0.358, 1.224)  -0.708
N (-0.941, 0.424, 1.926)  0.046
C (-1.740, -0.670, 1.965)  0.059
C (-3.052, -0.554, 2.396)  -0.211
C (-3.544, 0.682, 2.805)  -0.102
C (-2.676, 1.778, 2.827)  -0.199
C (-1.354, 1.600, 2.459)  0.040
H (-1.326, -1.580, 1.550)  0.234
H (-3.673, -1.451, 2.391)  0.269
H (-4.597, 0.804, 3.055)  0.266
H (-2.979, 2.719, 3.265)  0.269
H (-0.604, 2.369, 2.482)  0.246

=====

(2)
Here is a molecular structure, C12H23InN2O3P2 from OMol25. Energies are from ωB97M-V with the def2-TZVPD basis set.

Calculated values
lowest unoccupied orbital energy (alpha / beta)	-8.6100 / -8.4140	eV
total charge	+2
multiplicity	1
total energy	-1678.4736	a.u.
Kohn-Sham gap (alpha / beta)	6.162 / 5.967	eV
ΔE to the lowest compared entry with this formula, charge and spin	0.0	kJ/mol

Each line ends with the Löwdin charge.
Geometry (Å):
In (-0.120, 0.773, 0.544)  0.664
P (2.047, -0.540, 0.092)  0.775
C (2.262, -1.133, -1.569)  -0.157
C (1.055, -1.237, -2.361)  -0.346
N (-0.138, -0.655, -1.977)  0.047
C (-1.307, -1.242, -2.261)  -0.310
C (-1.400, -2.250, -3.253)  0.022
C (-0.221, -2.630, -3.923)  -0.004
C (1.002, -2.073, -3.529)  0.019
C (-2.560, -0.830, -1.469)  -0.262
P (-2.382, 0.791, -0.641)  0.790
H (1.935, -2.308, -4.022)  0.123
H (-2.376, -2.711, -3.438)  0.135
H (-0.270, -3.379, -4.732)  0.138
H (-3.412, -0.784, -2.164)  0.114
H (-2.835, -1.595, -0.714)  0.123
H (2.446, 1.646, -3.319)  0.077
H (3.143, -0.843, -2.203)  0.114
H (0.613, 3.096, -2.287)  0.156
O (2.695, 2.477, -2.818)  -0.074
H (3.658, 2.405, -2.687)  0.071
H (0.358, 2.464, -0.709)  0.034
O (0.393, 3.439, -1.349)  0.080
H (1.181, 3.892, -0.947)  0.161
C (-2.493, 1.991, -2.011)  -0.232
H (-3.494, 1.900, -2.462)  0.074
H (-2.327, 3.017, -1.639)  0.060
H (-1.769, 1.750, -2.801)  0.051
C (-3.967, 0.952, 0.258)  -0.211
H (-3.882, 1.814, 0.943)  0.067
H (-4.791, 1.142, -0.453)  0.073
H (-4.209, 0.028, 0.815)  0.074
C (1.787, -2.129, 0.986)  -0.198
H (2.755, -2.648, 0.916)  0.074
H (1.447, -2.046, 2.033)  0.057
H (1.056, -2.700, 0.396)  0.064
C (3.565, 0.261, 0.753)  -0.215
H (3.460, 0.535, 1.821)  0.074
H (4.413, -0.434, 0.601)  0.076
H (3.741, 1.206, 0.210)  0.047
O (0.141, -0.907, 4.474)  0.119
C (-0.354, -0.468, 3.481)  -0.513
N (-0.844, -0.035, 2.474)  -0.032